No. 1
The following is a DFT calculation (ωB97M-V/def2-TZVPD) of a molecular structure, C38H42Cl3CsN5O2PS in a non-equilibrium geometry.

XYZ file:
```
93
Properties=species:S:1:pos:R:3:forces:R:3:lowdin_charge:R:1
Cs 11.955722 14.154728 11.727831 -0.094 -0.468 0.091 0.687
C 14.480933 11.443575 11.333470 0.251 0.051 -0.828 -0.084
C 15.831228 12.193217 11.268030 -0.371 -0.594 0.241 -0.387
C 16.120225 12.521667 9.796670 -0.372 -0.058 0.423 -0.064
C 15.959341 13.339427 12.257394 -0.321 0.315 1.208 -0.350
C 17.385273 13.522361 12.692920 0.622 2.572 0.817 -0.086
O 17.387559 14.965631 13.200138 -0.810 -2.322 -1.059 -0.082
C 16.261976 15.518493 12.568688 0.611 1.382 -0.678 -0.333
N 15.457881 14.701548 11.922862 0.888 -0.118 0.840 0.110
C 16.291369 16.999184 12.639985 -0.544 -2.272 0.248 -0.176
C 17.461886 17.615354 13.122419 0.712 0.069 0.993 -0.073
C 17.573014 18.987907 13.231495 1.201 -1.244 0.301 -0.151
C 16.559597 19.804848 12.743424 -1.836 0.514 -0.806 -0.144
C 15.347799 19.224398 12.372288 0.950 0.007 0.202 -0.150
C 15.147668 17.836857 12.399145 -0.745 0.441 -0.277 -0.345
P 13.423250 17.305877 12.277461 1.064 -0.558 -0.277 0.980
C 12.827369 18.221473 10.828144 -1.328 -0.264 -1.477 -0.382
C 11.413566 18.273263 10.650623 0.966 0.720 -0.618 -0.100
C 10.830850 18.586568 9.406319 0.099 -0.334 1.165 -0.105
C 11.601855 18.803076 8.279203 1.017 0.111 0.020 -0.115
C 13.003207 18.790343 8.438998 -0.345 -0.608 0.298 -0.088
C 13.598788 18.490296 9.679088 -0.192 0.660 -0.129 -0.081
C 12.519118 18.158343 13.603252 0.802 0.051 0.695 -0.381
C 12.355803 17.478867 14.822419 -0.217 -0.130 0.642 -0.100
C 11.710691 18.084279 15.920671 0.461 0.658 -2.002 -0.110
C 11.230302 19.391292 15.780397 0.302 -0.182 -0.431 -0.109
C 11.493081 20.106226 14.606749 0.406 -0.663 -0.228 -0.083
C 12.188029 19.499918 13.547080 -0.901 0.838 0.939 -0.105
H 13.668639 12.003773 10.852243 0.178 -0.003 0.224 0.022
H 14.166680 11.107502 12.312691 -0.028 0.209 0.346 0.066
H 14.574837 10.540669 10.721263 -0.034 -0.037 0.033 0.077
H 16.580359 11.458441 11.637512 -0.166 0.222 -0.301 0.134
H 15.268202 13.106374 9.413790 0.465 -0.047 -0.049 0.077
H 16.126929 11.549782 9.293381 0.128 0.244 -0.308 0.071
H 17.066263 13.049267 9.614938 -0.271 -0.078 0.099 0.073
H 15.512110 13.036716 13.232653 -0.579 -0.105 -0.630 0.148
H 18.111485 13.484830 11.883929 0.157 -0.100 -0.152 0.113
H 17.686485 12.910032 13.547218 -0.002 -0.015 -0.291 0.119
H 18.269609 16.961957 13.520284 -0.651 0.668 -0.488 0.110
H 18.467747 19.392363 13.703382 -0.096 0.070 -0.250 0.079
H 16.673911 20.865961 12.591349 0.150 0.260 0.249 0.071
H 14.518246 19.832202 12.031389 0.110 0.271 0.062 0.077
H 10.816538 18.161360 11.547262 -0.342 -0.272 -0.199 0.092
H 9.753193 18.606425 9.349691 -0.161 0.024 -0.097 0.092
H 11.133266 18.985613 7.304960 0.269 -0.101 0.411 0.098
H 13.668311 18.875547 7.579684 -0.232 0.278 0.122 0.092
H 14.687065 18.583031 9.744912 -0.328 -0.478 0.103 0.104
H 12.798688 16.469802 14.945978 -0.461 0.575 -0.217 0.112
H 11.595404 17.569373 16.832648 -0.114 -0.617 0.946 0.079
H 10.704270 19.843523 16.602255 -0.144 0.230 0.179 0.084
H 11.204627 21.138430 14.475489 -0.127 0.143 0.262 0.089
H 12.464071 20.135826 12.713127 -0.173 -0.314 -0.185 0.099
C 6.590200 15.522556 13.446308 -0.130 -1.345 0.798 0.008
C 7.091083 14.866539 14.712470 -1.819 -0.481 0.322 -0.323
N 6.388610 13.986873 15.424002 0.272 1.187 -1.634 0.089
N 7.126231 13.777249 16.536468 0.166 -1.304 0.930 -0.010
C 8.284439 14.436091 16.547477 0.972 0.691 -0.249 -0.832
S 9.544309 14.448618 17.656538 -0.433 0.041 -0.184 0.512
N 8.242538 15.171947 15.350453 1.025 0.335 1.583 -0.083
N 9.184913 16.201169 15.025857 -1.052 -0.305 0.316 0.126
H 6.357607 14.690738 12.759917 -0.018 0.584 0.050 0.090
H 7.373999 16.136530 13.054408 0.305 0.401 -0.374 0.059
H 5.686556 16.104011 13.673948 0.310 -0.159 -0.184 0.082
H 6.884183 12.995233 17.179329 0.390 1.191 -0.875 0.172
H 9.135327 16.927846 15.757088 -0.418 -0.339 -0.355 0.089
H 10.093916 15.815902 15.224814 0.499 -0.513 -0.241 0.042
Cl 7.680050 6.512795 12.232377 -0.945 -1.028 -0.185 0.608
C 8.698870 7.857819 12.430562 1.488 1.180 0.691 -0.762
C 8.249847 9.159664 12.168610 0.217 -1.529 0.272 -0.162
C 9.144728 10.177540 12.343403 1.049 -0.139 0.165 -0.648
Cl 8.709981 11.773171 12.052972 -0.979 1.809 -0.425 0.698
C 10.541268 10.073511 12.740298 -0.585 -1.459 0.464 -0.557
O 11.319217 11.027158 12.875602 0.425 0.761 -0.136 -0.151
C 10.876057 8.707052 13.051947 -0.836 0.092 -0.344 -0.641
Cl 12.447878 8.311068 13.583113 1.106 0.088 0.361 0.662
C 10.000403 7.656786 12.923279 -0.701 -1.121 -0.579 -0.191
H 7.209701 9.254656 11.879427 0.162 0.528 -0.110 0.095
H 10.340976 6.612335 13.133007 -0.317 1.095 -0.136 0.099
C 12.642937 13.838186 7.141456 0.074 -0.136 -0.230 -0.100
C 11.135043 13.932396 7.438305 -0.433 -0.082 0.460 -0.767
C 10.414340 15.138625 6.807928 1.099 -0.107 -1.486 -0.116
C 10.468271 12.552389 7.118891 -0.125 0.010 -0.323 -0.097
C 11.019703 14.188852 8.893396 0.074 -0.377 2.352 -0.263
H 12.817729 13.654533 6.082824 0.106 -0.061 -0.440 0.056
H 13.120477 13.000376 7.699839 -0.500 0.603 -0.188 0.070
H 13.155013 14.769399 7.402885 -0.053 -0.073 0.092 0.068
H 10.417117 15.140251 5.691942 -0.133 0.025 0.275 0.060
H 10.966700 16.036475 7.148346 -0.449 -0.317 -0.233 0.058
H 9.390315 15.171399 7.165434 -0.123 0.046 0.041 0.061
H 10.430499 12.278526 6.040099 0.341 0.286 0.310 0.061
H 9.425165 12.570634 7.436824 -0.065 0.105 0.150 0.056
H 10.932194 11.708581 7.672628 -0.025 0.694 -0.231 0.072
H 10.654330 15.228977 9.171870 0.232 -0.479 -0.675 -0.062
```
Forces are in eV/Å.

Orbital gap (spin up / spin down): 4.2 / 3.3 eV
HOMO level (spin up / spin down): -0.6 / 0.2 eV
Strongest force on any atom: 2.77 eV/Å
E_LUMO (spin up / spin down): 3.51 / 3.50 eV
ΔE to the lowest compared entry with this formula, charge and spin: 0.297 eV
Net charge: -2

---

No. 2
The following is a DFT calculation (ωB97M-V/def2-TZVPD) of a molecular structure, C38H42N3O3STeY.

XYZ file:
```
89
Properties=species:S:1:pos:R:3:forces:R:3:lowdin_charge:R:1
Y 1.619034 -0.515627 1.398063 0.143 -0.048 0.345 1.602
C 1.037247 0.728954 3.839187 -0.037 -0.066 -0.009 -0.149
C 2.168047 0.007359 4.235615 -0.118 -0.034 -0.014 -0.124
C 3.435492 0.536191 4.014972 -0.020 -0.134 -0.049 -0.070
C 3.578092 1.768659 3.389934 0.045 0.020 -0.034 -0.070
C 2.457771 2.477054 2.978572 0.009 0.000 -0.047 -0.064
C 1.185451 1.962070 3.203750 -0.081 -0.094 -0.029 -0.090
H 0.044668 0.330832 4.013899 -0.068 0.003 0.061 0.110
H 2.050928 -0.958604 4.707580 0.009 -0.027 0.059 0.119
H 4.310852 -0.025359 4.312064 0.008 0.013 0.006 0.122
H 4.564807 2.162146 3.190504 -0.013 -0.001 -0.009 0.120
H 2.577805 3.419184 2.461090 0.006 -0.008 0.001 0.126
H 0.304057 2.503458 2.886628 0.017 0.029 0.000 0.096
C 5.322641 -0.093436 -5.803780 -0.006 -0.015 0.014 -0.039
C 4.912909 0.154987 -4.378866 -0.013 0.001 0.011 -0.252
C 5.856412 0.508244 -3.414732 -0.021 -0.015 -0.063 -0.019
C 5.479068 0.765224 -2.108873 0.078 0.011 0.030 -0.040
C 4.139475 0.661793 -1.761711 0.014 0.041 0.041 -0.294
C 3.178366 0.312918 -2.699376 -0.046 -0.010 0.033 -0.052
C 3.572883 0.063454 -4.001442 0.039 -0.011 -0.059 -0.023
S 3.716326 0.950669 -0.083695 0.000 0.115 -0.108 0.612
O 2.221679 1.118373 -0.053288 0.048 0.161 -0.127 -0.443
O 4.434528 2.082284 0.413858 0.005 0.001 0.036 -0.271
N 4.031757 -0.355949 0.769407 0.102 0.035 -0.057 -0.182
C 3.913940 -1.577820 0.083199 0.055 -0.010 -0.074 -0.440
C 4.991821 -2.437939 -0.090492 0.007 -0.108 -0.131 0.015
C 4.767807 -3.625047 -0.761447 0.076 0.000 0.029 -0.029
C 3.490681 -3.933699 -1.225806 -0.009 -0.021 -0.025 -0.040
C 2.469538 -3.045358 -0.975093 0.028 0.019 0.034 -0.102
N 2.680166 -1.890459 -0.332737 -0.099 -0.068 0.129 0.019
H 6.390651 -0.291891 -5.881898 -0.020 0.000 0.008 0.080
H 5.100518 0.779336 -6.420927 -0.002 0.001 0.007 0.092
H 4.781188 -0.939910 -6.227511 0.012 0.021 0.013 0.084
H 6.899831 0.589800 -3.692414 -0.007 -0.003 -0.010 0.120
H 6.214009 1.055742 -1.367503 -0.043 -0.009 -0.019 0.124
H 2.138576 0.247749 -2.409704 0.010 0.005 -0.003 0.108
H 2.827244 -0.204390 -4.741232 0.026 0.005 0.008 0.120
H 5.966070 -2.157808 0.285380 -0.041 0.006 -0.015 0.124
H 5.585208 -4.316713 -0.927500 -0.031 0.036 0.010 0.118
H 3.296337 -4.855718 -1.755533 -0.005 0.026 0.014 0.112
H 1.448623 -3.245139 -1.278516 0.006 -0.002 0.004 0.120
C -0.603477 -3.930727 1.476233 -0.032 0.035 0.056 -0.048
C 0.108021 -2.599405 1.546439 -0.293 -0.424 0.111 -0.743
O 1.257791 -2.608895 2.166026 0.034 0.469 -0.108 -0.192
N -0.363925 -1.484704 1.041766 0.046 -0.003 -0.019 -0.248
Te -2.723449 -1.395899 0.515211 0.092 0.034 0.025 1.716
C -3.943492 -0.566787 -1.038385 -0.063 -0.005 -0.039 -0.390
C -3.517337 -0.626119 -2.365085 0.053 -0.050 0.037 -0.320
C -2.189036 -1.195493 -2.805862 -0.076 0.039 -0.063 -0.074
C -4.353162 -0.108635 -3.354147 -0.026 0.028 -0.030 -0.012
C -5.580633 0.459056 -3.054555 0.008 -0.004 -0.013 -0.252
C -6.476973 0.999930 -4.134273 0.002 -0.008 0.008 -0.041
C -5.978972 0.502884 -1.720110 -0.009 0.010 -0.023 -0.005
C -5.187744 -0.002902 -0.700933 0.087 -0.019 0.089 -0.290
C -5.681416 0.079553 0.721888 -0.014 0.009 -0.043 -0.059
C -2.513790 0.408453 1.587391 0.030 0.033 0.022 -0.397
C -2.091466 1.578269 0.949557 0.043 -0.039 -0.033 -0.285
C -1.685949 1.624136 -0.501600 -0.026 0.060 0.011 -0.045
C -2.020834 2.751700 1.701468 0.004 0.024 0.000 -0.024
C -2.324233 2.780066 3.055230 -0.046 -0.019 -0.008 -0.276
C -2.239581 4.055605 3.849442 0.004 -0.016 -0.012 -0.038
C -2.696877 1.585847 3.669877 -0.017 0.050 0.002 -0.015
C -2.804279 0.396489 2.959757 0.019 -0.044 -0.001 -0.323
C -3.196265 -0.862958 3.693030 0.076 0.054 0.011 -0.075
H 0.108540 -4.734356 1.648780 -0.002 0.017 -0.012 0.085
H -1.103444 -4.065412 0.518199 0.004 -0.006 -0.007 0.057
H -1.365793 -3.978030 2.259435 0.044 0.007 -0.032 0.080
H -1.599392 -1.596435 -1.983488 0.020 -0.015 0.053 0.017
H -1.590343 -0.422375 -3.293740 -0.018 -0.009 0.004 0.088
H -2.337852 -1.997401 -3.531483 -0.006 0.023 0.016 0.089
H -4.026365 -0.151109 -4.388748 -0.007 0.000 0.030 0.124
H -5.966033 1.035567 -5.095333 0.001 -0.003 0.014 0.077
H -6.820108 2.006342 -3.891145 0.007 -0.013 0.003 0.085
H -7.363204 0.372328 -4.247610 0.014 0.008 0.004 0.089
H -6.939951 0.940303 -1.468649 0.022 -0.013 -0.003 0.125
H -6.726618 0.384794 0.748056 0.018 -0.010 -0.019 0.084
H -5.105701 0.802967 1.303567 -0.022 -0.010 -0.027 0.077
H -5.605370 -0.885148 1.229756 0.000 -0.008 -0.007 0.064
H -1.144304 0.722083 -0.794939 0.011 -0.026 0.004 0.051
H -1.039387 2.481289 -0.688907 -0.001 -0.006 0.022 0.088
H -2.554028 1.706374 -1.158769 0.015 0.009 0.029 0.088
H -1.708305 3.666886 1.206744 -0.011 -0.033 0.024 0.126
H -1.917248 4.890815 3.228138 -0.006 -0.027 0.011 0.080
H -1.536091 3.955074 4.679087 -0.015 -0.001 -0.017 0.085
H -3.210170 4.309914 4.278595 0.017 -0.009 -0.007 0.089
H -2.925218 1.584744 4.731551 0.009 0.001 -0.034 0.127
H -3.530339 -0.633308 4.703351 0.028 0.015 0.004 0.084
H -2.348523 -1.552581 3.770252 -0.032 0.023 -0.027 0.078
H -4.000163 -1.398408 3.189285 -0.051 0.008 -0.021 0.049
```
Forces are in eV/Å.

Orbital gap (spin up / spin down): 7.7 / 7.4 eV
Multiplicity: 2
HOMO level (spin up / spin down): -9.8 / -10.9 eV
Strongest force on any atom: 0.53 eV/Å
E_LUMO (spin up / spin down): -2.10 / -3.47 eV
Net charge: +1
<S²>: 0.757